Molecular formula: C56H72O10S2
Method: DFT, ωB97M-V/def2-TZVPD

Geometry as XYZ:
```
140
Properties=species:S:1:pos:R:3:forces:R:3:lowdin_charge:R:1
C 2.634676 1.474439 8.567989 0.54 1.17 0.51 -0.30
S 1.011506 0.697119 8.555889 -1.38 0.34 -1.64 0.84
O -0.074174 1.771189 8.345149 2.20 -1.53 0.27 -0.58
C 1.318876 -0.139031 6.923929 -0.33 0.27 -0.43 -0.26
H 2.874626 1.704449 9.606079 -0.21 0.33 0.00 0.04
H 2.533576 2.388119 7.982269 -0.18 0.19 0.17 0.06
H 3.541326 1.006429 8.184519 -0.56 -0.90 -0.23 0.06
H 1.957786 0.416959 6.237809 0.42 0.30 0.51 0.05
H 0.414466 -0.205061 6.319129 -0.45 -0.25 0.66 0.05
H 1.739316 -1.132461 7.080199 -0.05 0.07 0.17 0.05
C -8.034344 2.464069 1.815689 0.28 -0.44 -1.98 -0.23
S -8.591594 1.557529 0.225279 2.49 -0.52 0.54 0.84
O -7.307394 1.007049 -0.402691 -1.29 1.05 0.36 -0.61
C -9.243154 0.064529 1.000459 -0.01 0.69 0.43 -0.27
H -7.637144 1.755409 2.542409 -0.71 0.04 0.25 0.05
H -8.821114 3.182679 2.045239 0.06 -0.37 0.62 0.04
H -7.153564 3.005279 1.470119 -0.13 0.20 -0.19 0.04
H -10.087774 -0.272141 0.399309 0.12 -0.26 0.33 0.04
H -9.477044 0.333429 2.030549 -0.57 -0.29 -0.10 0.04
H -8.387994 -0.610991 1.022199 -0.19 -0.11 -0.25 0.06
C -6.491184 -2.079291 7.263729 -0.01 0.77 -0.72 -0.10
C -5.523374 -2.124481 8.237809 0.40 2.15 -0.30 -0.12
C -5.552574 -3.070191 9.179149 0.09 -2.75 0.91 -0.12
C -6.395584 -4.157681 9.004369 -1.75 -1.50 -1.67 -0.07
C -7.324794 -4.266731 7.888159 2.96 1.52 2.13 -0.06
C -7.337134 -3.135801 7.068389 -1.60 -1.62 0.09 -0.12
H -6.613804 -1.196781 6.653359 0.26 -0.01 -0.26 0.10
H -4.739294 -1.394011 8.372109 -0.22 0.55 -0.45 0.11
H -4.796364 -3.097621 9.949719 -0.08 0.02 0.20 0.11
H -6.305494 -5.055141 9.598349 0.04 0.15 0.50 0.09
H -7.853864 -5.190191 7.704579 -0.23 0.20 0.01 0.09
H -8.110884 -3.164591 6.315479 0.14 0.53 -0.44 0.10
C 1.982236 -10.268201 3.116369 0.14 0.81 -0.57 -0.10
C 1.602806 -8.992691 3.520809 0.04 -0.50 0.06 -0.09
C 0.597016 -8.346221 2.829189 0.31 1.64 -1.20 -0.12
C 0.128076 -8.796631 1.625589 0.91 -2.45 -1.00 -0.09
C 0.625496 -10.043131 1.122089 -1.15 0.15 1.18 -0.08
C 1.497746 -10.802131 1.906019 -0.09 0.65 1.02 -0.09
H 2.770386 -10.746001 3.679329 -0.07 -0.37 -0.02 0.10
H 2.134716 -8.496991 4.319399 -0.20 -0.06 0.28 0.10
H 0.328136 -7.302001 2.890169 0.09 0.20 1.40 0.10
H -0.543854 -8.174201 1.053329 -0.13 -0.18 -0.10 0.10
H 0.129126 -10.504841 0.281339 0.32 0.13 -0.42 0.09
H 1.816656 -11.814811 1.708079 -0.14 0.00 -0.65 0.09
C 0.391926 6.742309 -3.602201 -0.66 -0.82 1.20 -0.12
C 1.356176 7.011919 -4.509621 0.84 0.70 -2.93 -0.09
C 0.973806 7.285039 -5.862871 0.06 -0.82 2.02 -0.06
C -0.370164 7.099589 -6.232561 3.71 1.43 -2.40 -0.12
C -1.276614 6.745579 -5.338461 -2.11 -1.46 1.77 -0.12
C -0.902524 6.579389 -4.013431 -0.99 0.01 0.19 -0.10
H 0.567536 6.468789 -2.572271 0.53 0.22 0.10 0.11
H 2.410846 6.914419 -4.298491 0.07 0.37 0.29 0.10
H 1.762006 7.494129 -6.570981 -0.17 0.07 -0.22 0.09
H -0.541354 7.219229 -7.292181 -0.57 -0.08 -0.06 0.10
H -2.237614 6.394259 -5.684081 -0.37 0.37 0.18 0.11
H -1.601104 6.253339 -3.257071 -0.34 0.00 -0.14 0.10
C 0.129756 -8.087701 -6.657621 -0.71 1.79 0.66 -0.06
C -0.416014 -7.794581 -5.354511 0.77 0.27 -3.57 -0.06
C -1.013934 -6.525521 -5.227661 -0.64 -1.07 3.26 -0.13
C -1.083184 -5.503701 -6.116781 0.29 -1.04 -2.08 -0.09
C -0.575784 -5.864611 -7.359671 1.46 1.38 -0.71 -0.12
C 0.060276 -7.052781 -7.636691 0.13 -1.27 1.49 -0.10
H 0.641376 -8.997381 -6.935341 0.01 -0.18 0.37 0.09
H -0.314894 -8.541571 -4.581081 -0.35 0.28 0.26 0.09
H -1.475024 -6.334661 -4.269861 0.05 0.02 0.42 0.10
H -1.508764 -4.522781 -5.964811 -0.04 -0.16 0.38 0.11
H -0.330704 -5.113041 -8.095521 -0.71 0.41 -0.25 0.10
H 0.644896 -7.094981 -8.543791 -0.24 -0.41 -0.22 0.10
C 4.285696 -0.844391 -5.512871 1.01 1.32 1.01 -0.09
C 4.295816 0.383289 -4.855191 1.72 1.68 0.21 -0.09
C 5.500156 0.924179 -4.294951 -0.72 -1.56 -0.85 -0.08
C 6.695786 0.182199 -4.340281 -1.44 1.71 0.68 -0.12
C 6.670146 -1.104451 -4.810911 -0.90 0.25 -0.08 -0.10
C 5.471336 -1.564971 -5.396641 0.77 -1.16 -0.57 -0.10
H 3.414646 -1.072951 -6.109051 0.15 -0.67 0.07 0.10
H 3.507966 1.118149 -4.930561 -0.56 -0.37 0.08 0.09
H 5.509986 1.912159 -3.858831 -0.14 0.08 -0.08 0.09
H 7.551936 0.731709 -3.977741 0.46 -0.54 0.10 0.10
H 7.576746 -1.675431 -4.675071 -0.16 -0.49 -0.54 0.10
H 5.545936 -2.530501 -5.874751 -0.19 -0.26 -0.01 0.09
C 1.207946 7.656499 4.611679 0.53 0.67 -0.06 -0.10
C 1.940396 8.054579 5.736429 -0.75 -0.09 -1.15 -0.09
C 1.907536 9.400509 6.106689 0.33 -1.66 0.60 -0.11
C 1.208866 10.310049 5.356319 0.21 0.75 0.05 -0.12
C 0.487056 9.947539 4.226289 0.04 -0.99 0.49 -0.08
C 0.457526 8.584069 3.885869 -0.37 0.54 0.58 -0.09
H 1.331706 6.642539 4.260979 -0.47 -0.19 0.07 0.10
H 2.439736 7.236759 6.234649 0.35 0.42 0.49 0.10
H 2.374436 9.677319 7.040379 0.16 0.30 -0.05 0.10
H 1.273446 11.315709 5.744729 -0.37 0.34 -0.40 0.10
H -0.107244 10.677989 3.697459 -0.01 -0.03 -0.10 0.10
H -0.296084 8.245039 3.190509 0.37 -0.07 -0.55 0.10
O -2.746454 -2.344721 0.718469 -0.23 -3.90 0.40 0.17
C -2.643384 -1.215851 0.507859 0.42 3.29 -1.33 -0.50
O -2.042614 -0.729851 -0.658731 0.24 -0.13 0.26 0.00
C -1.990384 0.712249 -0.648001 -1.05 -0.67 2.05 -0.14
C -2.249364 1.025439 0.845559 0.24 2.10 0.22 -0.18
C -3.097334 -0.083431 1.396089 0.47 -0.21 -1.00 -0.08
H -2.868684 1.063179 -1.189801 0.36 0.19 -0.48 0.12
H -1.044964 1.160649 -0.953321 -0.11 -0.55 -0.44 0.13
H -2.735454 2.000789 0.868029 -0.19 0.05 0.24 0.11
H -1.352764 1.176509 1.446729 0.31 -0.32 -0.29 0.12
H -4.144294 0.112989 1.164999 -0.18 -0.23 0.37 0.13
H -2.901464 -0.407481 2.418199 -0.33 0.39 -0.03 0.13
O -1.303284 1.852319 -9.564751 -1.35 -0.86 0.53 0.10
C -2.255384 1.107649 -9.429321 3.40 0.85 -1.79 -0.46
O -2.459524 0.114299 -10.375241 0.15 1.29 1.24 0.00
C -3.722674 -0.493471 -10.053131 1.57 -0.16 -0.91 -0.17
C -4.371314 0.508789 -9.164071 -2.80 -1.79 -0.23 -0.20
C -3.297864 1.094109 -8.363751 0.91 1.00 -0.50 -0.08
H -3.428544 -1.422711 -9.565181 -0.77 -0.42 -0.27 0.13
H -4.206774 -0.517391 -11.029441 -0.34 -1.02 0.34 0.13
H -5.118084 -0.041441 -8.591631 -0.40 0.46 0.09 0.13
H -4.847334 1.146579 -9.908881 -0.17 0.79 0.76 0.13
H -2.911934 0.450889 -7.572911 -0.31 0.14 0.28 0.15
H -3.473704 2.131269 -8.078281 0.11 -0.28 0.48 0.14
O 4.798956 -4.146751 3.109459 -0.59 1.04 -4.90 0.04
C 4.626056 -4.077551 1.852259 0.20 -0.84 4.57 -0.41
O 4.000776 -3.069661 1.195109 0.73 -0.41 -0.03 0.03
C 3.800456 -3.472421 -0.207541 -1.32 0.67 0.33 -0.12
C 3.865956 -4.959131 -0.156131 -0.93 -1.80 -1.11 -0.20
C 4.864166 -5.214671 0.903609 0.77 -0.65 -0.07 -0.11
H 4.475566 -2.946461 -0.882601 0.26 -0.12 0.28 0.13
H 2.772086 -3.195081 -0.439151 0.19 0.45 -0.10 0.13
H 4.126456 -5.528111 -1.048601 0.27 0.68 -0.45 0.12
H 2.899766 -5.415021 0.060079 -0.27 0.43 0.49 0.12
H 5.795046 -5.167921 0.338479 0.63 0.27 0.75 0.13
H 4.799276 -6.202081 1.360669 0.03 0.29 0.24 0.13
O 4.330486 4.480649 0.777369 2.68 3.03 0.29 0.06
C 5.251656 5.297229 1.058099 -5.74 -3.27 -0.89 -0.49
O 5.197396 6.597739 0.758789 -0.40 0.31 -0.73 0.03
C 6.425716 7.270349 1.117129 -0.06 -2.26 1.26 -0.09
C 6.945256 6.253789 2.169069 1.27 1.70 2.77 -0.18
C 6.375976 4.924509 1.865839 2.54 -0.60 -1.09 -0.11
H 6.200586 8.213149 1.615679 0.08 0.08 -0.69 0.13
H 7.046866 7.272539 0.221439 0.06 0.62 0.14 0.13
H 6.576486 6.486969 3.167929 -0.70 0.71 -0.02 0.12
H 7.998246 6.329649 2.440309 0.38 -0.29 -0.92 0.12
H 6.198746 4.169579 2.631849 -0.25 0.53 0.06 0.15
H 7.064126 4.466509 1.155359 0.11 -0.56 -0.18 0.14
```
Positions in Å, forces in eV/Å.

Values from the calculation:
M: 969.32 g mol⁻¹
Gap between HOMO and LUMO: 9.262 eV
Strongest force on any atom: 6.67 eV/A
DFT total energy: -3725.558454 Eh
Multiplicity: 1
Lowest unoccupied orbital energy: 0.25 eV